ORCA calculation (ωB97M-V with the def2-TZVPD basis set) on 9 unconnected molecules or ions with the total composition C47H98BN14O10.

Structure (XYZ):
```
170
Properties=species:S:1:pos:R:3:forces:R:3:lowdin_charge:R:1
O 6.711 -2.548 -8.187 -0.1 -0.1 0.1 -0.01
O 2.755 1.536 2.539 0.0 0.0 0.0 -0.02
O 2.259 -6.018 -5.573 -0.1 0.0 -0.1 0.00
O -1.727 -0.128 9.237 -0.1 -0.1 0.0 0.01
O 0.804 3.288 6.758 0.0 0.0 0.0 0.01
O -3.047 4.022 -1.413 0.1 -0.2 -0.2 -0.02
O 5.512 8.108 1.614 0.0 -0.1 0.1 0.01
O 2.069 1.596 -1.496 -0.3 -0.1 -0.4 0.20
O -6.893 5.428 2.356 -0.1 -0.1 0.0 0.00
O -1.736 -0.278 1.758 0.1 -0.1 0.2 -0.17
N -3.626 1.083 9.472 -0.1 0.0 0.0 -0.20
N -8.069 4.591 4.103 0.0 -0.1 0.1 -0.19
N -0.641 -2.904 -3.266 -0.1 0.2 -0.3 0.00
N 5.106 8.051 -0.614 0.0 -0.1 -0.1 -0.20
N 0.317 -0.727 -2.819 0.2 0.0 0.4 0.08
N 1.477 1.143 6.435 0.0 -0.1 0.0 -0.19
N 3.351 -4.733 -7.084 0.0 0.0 0.0 -0.18
N 1.538 -2.281 -3.859 -0.1 0.5 0.1 0.19
N 1.563 -0.188 -3.106 0.4 -0.5 -0.6 0.13
N -5.197 4.343 -0.773 -0.1 -0.1 0.0 -0.18
N 3.684 3.547 2.091 -0.1 0.0 0.1 -0.18
N 8.369 -3.896 -7.425 0.1 -0.1 0.0 -0.19
N -2.967 0.940 -2.502 -0.1 0.2 -0.6 0.03
N 2.672 1.969 -3.858 -0.1 0.0 0.4 0.19
C -0.292 -4.220 -3.838 0.0 -0.4 -0.1 -0.12
C 0.328 -2.000 -3.294 0.2 0.0 0.0 -0.25
C -1.666 0.803 -3.156 0.1 0.1 0.2 -0.22
C 2.219 -1.169 -3.746 -0.2 0.1 0.1 -0.06
C -0.621 -0.912 1.174 -0.1 0.0 0.0 -0.25
C 5.911 8.053 0.469 0.1 0.1 0.0 -0.36
C -4.076 -3.480 0.718 0.0 0.0 0.0 -0.05
C -2.706 0.411 8.757 0.1 0.0 0.0 -0.35
C 3.777 -4.485 -8.448 0.0 0.0 0.0 -0.05
C -3.755 -6.225 0.849 0.0 0.0 -0.1 -0.08
C 2.617 -5.798 -6.720 0.1 0.0 0.1 -0.34
C 3.670 8.119 -0.401 0.1 0.0 0.0 -0.04
C -3.984 -4.108 1.950 0.1 -0.1 0.1 -0.08
C -0.703 0.102 -2.183 -0.2 0.2 0.0 -0.12
C -4.138 -3.530 -1.801 -0.2 -0.2 -0.1 -0.14
C 1.721 -3.307 0.290 0.5 0.0 0.0 -0.21
C 0.253 -1.582 2.231 0.1 -0.1 -0.1 -0.15
C 3.420 2.503 2.888 0.1 0.0 -0.1 -0.36
C 9.619 -4.586 -7.683 -0.1 0.0 0.1 -0.05
C -2.367 0.620 0.875 0.0 -0.3 -0.2 -0.11
C 1.302 2.422 6.064 -0.1 0.1 -0.1 -0.36
C 0.154 -3.118 2.303 0.2 0.1 0.1 -0.19
C 1.877 -4.355 -0.814 -0.2 0.1 0.2 -0.20
C 7.750 -4.015 -6.116 0.0 0.0 -0.1 -0.04
C -3.817 -5.481 2.019 0.1 0.0 0.1 -0.09
C 2.077 0.161 5.555 0.0 0.0 0.1 -0.05
C -4.771 1.718 8.856 0.1 0.0 0.1 -0.06
C 3.118 3.489 0.757 0.1 0.0 0.1 -0.05
C 1.346 -3.853 1.677 -0.4 -0.1 -0.2 -0.19
C 0.542 -4.794 -1.454 0.4 -0.4 0.0 -0.17
C -3.448 1.172 10.913 0.0 0.0 0.0 -0.04
C -3.855 -5.596 -0.381 0.0 0.1 0.0 -0.05
C 3.733 -3.780 -6.055 0.0 -0.1 0.0 -0.05
C -2.969 -3.761 -2.772 -0.2 0.1 -0.2 -0.17
C -4.994 3.661 0.496 0.1 0.0 -0.1 -0.03
C -1.962 -2.623 -2.677 0.0 -0.1 0.2 -0.13
C -4.010 -4.213 -0.462 0.2 0.1 0.0 -0.23
C -9.208 4.700 4.993 0.1 0.0 0.0 -0.05
C -7.841 5.478 3.121 0.0 0.1 0.0 -0.34
C 1.043 0.738 7.766 0.1 0.1 -0.1 -0.03
C 0.676 -5.036 -2.968 -0.1 0.0 0.0 -0.16
C -4.171 4.458 -1.622 0.0 0.1 0.0 -0.36
C 7.759 -3.147 -8.359 0.0 0.1 -0.1 -0.35
C 5.626 7.996 -1.963 -0.1 0.0 0.0 -0.06
C -7.134 3.493 4.275 0.0 0.1 0.0 -0.04
C 4.487 4.682 2.508 -0.1 0.0 -0.1 -0.04
C -6.510 4.891 -1.062 0.0 0.0 0.0 -0.05
B 2.126 1.188 -2.781 -0.1 0.0 0.1 -0.60
H 2.972 -0.264 6.017 0.0 0.0 0.0 0.09
H 8.301 -3.122 -9.317 0.0 0.0 0.0 0.14
H 5.330 8.879 -2.532 0.0 0.0 0.0 0.09
H 6.983 8.009 0.213 0.0 0.0 0.0 0.13
H 0.061 -3.419 3.347 -0.1 -0.1 0.0 0.11
H -5.702 1.302 9.246 0.0 0.0 0.0 0.09
H -8.881 4.807 6.029 0.0 0.0 0.0 0.09
H -4.765 2.793 9.042 0.0 0.0 0.0 0.09
H 6.755 -4.453 -6.200 0.0 0.0 0.0 0.08
H -2.548 0.162 -0.107 -0.1 0.1 0.2 0.05
H -6.495 5.375 -2.037 0.0 0.0 0.0 0.08
H 1.582 1.304 8.526 0.0 0.0 0.0 0.10
H -4.739 1.552 7.781 0.0 0.0 0.0 0.08
H 2.353 0.617 4.605 -0.1 0.0 0.0 0.05
H 4.865 -4.438 -8.500 0.0 0.0 -0.1 0.07
H -4.269 1.745 11.334 0.0 0.0 0.0 0.09
H -0.981 -1.661 0.450 0.0 0.0 -0.1 0.10
H 0.151 -4.079 -4.824 0.0 0.1 0.0 0.12
H -3.431 0.178 11.359 0.0 0.0 0.0 0.09
H -3.261 1.908 -2.566 0.0 0.1 0.4 0.05
H -0.041 -0.169 0.604 0.1 0.1 0.1 0.10
H 4.816 4.534 3.534 0.0 0.0 0.0 0.09
H 0.226 -5.721 -0.971 -0.2 0.1 0.0 0.11
H 3.402 9.026 0.140 0.0 0.0 0.0 0.10
H 3.381 -3.531 -8.801 0.0 0.0 0.0 0.09
H 3.912 5.607 2.458 0.0 0.0 0.0 0.09
H -1.219 -4.753 -4.011 0.0 0.0 0.1 0.11
H 3.169 8.115 -1.367 0.0 0.0 0.0 0.09
H -4.214 -2.408 0.687 0.0 0.1 -0.1 0.11
H 0.985 -2.565 -0.029 -0.1 0.0 -0.1 0.08
H 3.420 -5.276 -9.105 0.0 0.0 0.1 0.09
H -6.131 3.870 4.475 0.0 0.0 0.0 0.10
H -4.288 -2.461 -1.631 0.0 0.1 -0.1 0.11
H 3.480 2.594 0.254 0.0 0.0 -0.1 0.07
H 2.498 2.954 -3.682 0.2 0.1 0.0 0.09
H 2.554 -3.964 -1.577 -0.1 0.0 -0.1 0.09
H 3.670 1.873 -4.000 0.0 -0.1 -0.3 0.09
H -3.639 -7.300 0.886 0.0 0.0 0.1 0.10
H 3.231 -1.031 -4.098 0.0 0.0 0.0 0.15
H -9.844 3.817 4.918 0.0 0.0 0.0 0.09
H -1.267 1.794 -3.371 0.0 0.0 -0.1 0.12
H -3.328 0.895 1.305 0.1 0.1 0.1 0.08
H -0.747 -3.462 1.796 -0.2 0.1 0.0 0.10
H -1.759 1.517 0.724 0.0 0.1 0.0 0.10
H 10.399 -4.240 -7.004 0.0 0.0 0.0 0.09
H 3.405 4.371 0.187 0.0 0.0 0.1 0.09
H -2.919 0.401 7.674 0.0 0.0 0.0 0.13
H -4.670 2.632 0.330 0.0 0.0 0.0 0.07
H 8.370 -4.650 -5.489 0.0 0.0 0.0 0.09
H 1.068 -4.905 1.566 0.0 0.0 0.1 0.11
H -7.462 2.878 5.109 0.0 0.0 0.0 0.08
H 2.841 -3.372 -5.585 0.0 0.0 0.1 0.05
H -3.372 -3.805 -3.787 0.1 0.0 -0.1 0.12
H -5.923 3.682 1.053 0.0 0.0 0.0 0.06
H -7.260 4.099 -1.075 0.0 0.0 0.0 0.09
H 0.531 -6.088 -3.208 0.0 0.0 -0.1 0.12
H 1.240 -0.323 7.896 0.0 0.0 0.0 0.09
H 5.262 7.110 -2.487 0.0 0.0 0.0 0.08
H -4.430 4.999 -2.547 0.0 0.0 0.0 0.13
H -0.018 0.919 7.903 0.0 0.0 0.0 0.06
H 9.935 -4.388 -8.705 0.0 0.0 0.0 0.08
H 1.650 2.619 5.035 0.0 0.0 0.0 0.12
H -1.694 0.270 -4.109 -0.1 -0.1 0.0 0.12
H -4.226 4.169 1.078 0.0 0.0 0.0 0.10
H 7.649 -3.034 -5.650 0.0 0.0 0.0 0.09
H -2.514 -4.733 -2.593 0.0 0.0 0.3 0.10
H 3.326 7.269 0.190 0.0 0.0 0.0 0.08
H 2.031 3.428 0.810 0.0 0.0 -0.1 0.09
H -0.236 -4.065 -1.229 0.0 0.1 0.0 0.09
H -7.090 2.881 3.374 0.0 0.0 0.0 0.09
H 1.689 0.931 -0.907 0.1 0.2 0.3 0.11
H 4.319 -4.278 -5.279 0.0 0.0 0.0 0.09
H 9.500 -5.663 -7.558 0.0 0.0 0.0 0.09
H -3.732 -5.967 2.982 0.0 0.0 0.0 0.10
H 2.208 -3.838 2.345 0.0 0.1 0.0 0.11
H 3.865 2.589 3.893 0.0 0.0 0.0 0.14
H -3.826 -6.187 -1.289 0.0 0.0 0.0 0.11
H 6.713 7.956 -1.929 0.0 0.0 0.0 0.08
H 1.287 -1.299 2.025 0.1 0.0 0.2 0.11
H -2.504 1.661 11.151 0.0 0.0 0.0 0.09
H -8.599 6.277 3.071 0.0 0.0 0.0 0.14
H -1.260 -0.483 -1.462 0.1 -0.1 -0.2 0.07
H -3.676 0.409 -2.994 0.0 -0.1 0.0 0.07
H -1.852 -2.362 -1.621 0.1 -0.2 0.0 0.11
H 1.371 -0.650 5.358 0.0 0.0 0.0 0.08
H -0.188 0.861 -1.598 0.0 -0.1 0.0 0.11
H -5.044 -3.902 -2.285 -0.1 0.1 0.0 0.12
H -6.790 5.621 -0.303 0.0 0.0 0.0 0.08
H -4.027 -3.521 2.858 0.0 0.0 0.0 0.11
H 2.370 -5.238 -0.402 0.1 0.0 0.0 0.12
H 5.366 4.785 1.870 0.0 0.0 0.0 0.09
H -0.007 -1.139 3.192 0.0 0.1 0.0 0.11
H -2.388 -1.753 -3.179 0.0 0.0 0.0 0.12
H 2.371 -6.469 -7.559 0.0 0.0 0.0 0.14
H 1.688 -4.804 -3.294 0.0 0.0 0.0 0.08
H 2.672 -2.771 0.369 0.0 0.1 0.0 0.11
H 4.327 -2.987 -6.507 0.0 0.0 0.0 0.08
H -9.795 5.575 4.724 0.0 0.0 0.0 0.08
```
Positions in Å, forces in eV/Å.

The HOMO-LUMO gap comes out at 7.95 eV. As for the net charge: +1. For the LUMO energy, the calculation gives -2.011 eV. As for the largest force on an atom: 0.92 eV/A.